Formula: C6H11N4
Source: the OMol25 dataset
Level of theory: ωB97M-V with the def2-TZVPD basis set

## Properties
* relative energy (zero: lowest compared OMol25 entry of this formula, charge and spin): 256.65 kJ/mol
* total energy: -12351.8059 eV
* HOMO: -13.06 eV
* molecular weight: 139.2 g mol⁻¹
* SMILES string: C[n+]1[nH]nc2c1CNCC2
* Kohn-Sham gap: 8.8 eV
* net charge: +1

Last column: natural (NBO) charge in e.
Cartesian coordinates (Å):
C (1.11340, -1.67412, 1.94143)  -0.4479
N (1.14029, -1.16858, 0.58070)  -0.1036
N (1.55719, -1.89509, -0.54314)  -0.1352
N (1.22736, -1.31655, -1.68755)  -0.0912
C (0.71253, -0.11981, -1.30637)  0.1288
C (0.52780, -0.06931, 0.07295)  0.2380
C (-0.37735, 0.80713, 0.80309)  -0.2599
N (-0.90112, 1.64867, -0.19062)  -0.6267
C (-1.32940, 1.01281, -1.43003)  -0.2041
C (-0.04328, 0.80979, -2.21750)  -0.4403
H (0.28359, -2.27172, 2.19091)  0.2504
H (1.91218, -2.42977, 2.15073)  0.2542
H (1.44563, -0.93009, 2.55915)  0.2477
H (2.13449, -2.72873, -0.50861)  0.4471
H (-1.09745, 0.00776, 1.18802)  0.1916
H (0.14144, 1.27161, 1.66220)  0.2540
H (-1.74870, 2.29071, 0.04099)  0.4068
H (-1.89688, 1.73663, -1.91299)  0.2277
H (-1.81932, 0.01353, -1.16340)  0.1705
H (0.32755, 1.74761, -2.42939)  0.2486
H (-0.18238, 0.31575, -3.17895)  0.2435

Forces on the atoms, in the same order (eV/Å):
C 2.2597 -2.6221 -1.2179
N -0.0384 -0.4288 -2.5871
N -0.9864 0.7780 0.5815
N 0.8355 1.3566 2.3233
C -0.5337 -0.5428 -1.4439
C 2.2327 -2.0488 0.2163
C -0.4994 -1.4283 1.1119
N -3.1951 3.5788 0.0488
C 1.3352 -1.8797 1.2664
C -1.0067 -3.0406 0.0057
H -1.7388 0.1966 0.2348
H -0.1089 0.5162 -0.9907
H -0.1472 2.1747 1.8205
H -0.1495 0.0935 0.2423
H 0.1534 1.0131 0.1869
H -0.5456 0.2003 -0.4355
H 2.4540 -1.5738 0.5347
H -1.6346 0.6926 -0.9603
H 0.0318 1.2218 -0.9289
H 1.4354 1.9059 -0.0354
H -0.1535 -0.1631 0.0265

---

Formula: C3H2O3Sc
Source: the OMol25 dataset
Level of theory: ωB97M-V with the def2-TZVPD basis set

## Properties
* relative energy (zero: lowest compared OMol25 entry of this formula, charge and spin): 123.14 kJ/mol
* total energy: -29976.4102 eV
* HOMO: -12.27 eV
* molecular weight: 131.0 g mol⁻¹
* Kohn-Sham gap: 6.1 eV
* net charge: +1

Last column: natural (NBO) charge in e.
Cartesian coordinates (Å):
O (3.49750, 0.34330, -0.27390)  -0.3485
C (2.56475, -0.32516, -0.05758)  1.1261
O (2.06523, -1.37940, 0.24869)  -0.7125
O (0.17555, 0.39821, 0.25062)  -0.7748
C (-1.06267, -0.11165, -0.08627)  -0.1578
C (-2.11572, 0.71383, -0.27089)  -0.4462
H (-3.13627, 0.32510, -0.24816)  0.2192
H (-2.00910, 1.80847, -0.25950)  0.2336
Sc (0.02073, -1.77270, 0.69699)  1.8608

Forces on the atoms, in the same order (eV/Å):
O -3.4669 -0.4519 0.2333
C 4.1553 -0.6109 0.0396
O -0.4640 0.6195 -0.2943
O -0.5701 -3.9350 0.3051
C 0.6419 1.7442 1.0171
C -0.3540 -1.0166 0.4731
H 0.3808 0.0376 -0.4781
H 0.2060 -0.6359 -0.1092
Sc -0.5290 4.2491 -1.1866

---

Formula: C4H2O2Yb
Source: the OMol25 dataset
Level of theory: ωB97M-V with the def2-TZVPD basis set

## Properties
* relative energy (zero: lowest compared OMol25 entry of this formula, charge and spin): 84.76 kJ/mol
* total energy: -39797.1329 eV
* HOMO (alpha / beta): -6.72 / -6.70 eV
* molecular weight: 255.1 g mol⁻¹
* Kohn-Sham gap (alpha / beta): 5.4 / 5.4 eV
* net charge: 0

Last column: natural (NBO) charge in e.
Cartesian coordinates (Å):
O (2.10456, -0.00454, -0.46615)  -0.7605
H (2.36181, -0.84136, -0.86085)  0.4639
C (1.32722, -0.38689, 0.89182)  -0.2241
C (0.28319, -1.02006, 0.37823)  -0.2981
C (-0.46537, -0.54213, -0.63677)  -0.1132
C (-1.48944, 0.34485, -0.55181)  0.0660
O (-1.70670, 1.01235, 0.58528)  -0.9648
Yb (-0.30900, 0.80916, 2.07347)  1.6666
H (-2.10629, 0.62863, -1.41321)  0.1642

Forces on the atoms, in the same order (eV/Å):
O 0.3897 -0.0635 2.8465
H -0.0960 -0.1876 -0.1045
C 2.3220 0.1898 -3.1217
C 0.0345 0.7961 -0.3587
C -2.6723 -0.8006 1.4934
C 0.6170 -0.0058 -1.6488
O -1.3391 0.1066 -0.1719
Yb 0.3828 -0.1048 0.8587
H 0.3613 0.0698 0.2070

---

Formula: C2H5NO2S3
Source: the OMol25 dataset
Level of theory: ωB97M-V with the def2-TZVPD basis set

## Properties
* relative energy (zero: lowest compared OMol25 entry of this formula, charge and spin): 116.61 kJ/mol
* total energy: -40242.3770 eV
* HOMO: -8.39 eV
* molecular weight: 171.3 g mol⁻¹
* SMILES string: CO/C(=N\S)SSO
* Kohn-Sham gap: 7.7 eV
* net charge: 0

Last column: natural (NBO) charge in e.
Cartesian coordinates (Å):
C (-0.94742, -2.03655, -1.18593)  -0.2561
O (-1.29300, -0.87566, -0.43737)  -0.5182
C (-0.34747, -0.02119, 0.08804)  0.4007
N (-0.58247, 1.16633, 0.46402)  -0.6594
S (-1.75470, 2.39972, 0.37106)  0.2208
S (0.91511, -0.80410, 1.09470)  -0.0011
S (2.99828, 0.29182, 1.13470)  0.4388
O (2.76379, 1.67765, 0.22119)  -0.8195
H (-0.31457, -1.79568, -2.02861)  0.1890
H (-1.94362, -2.32986, -1.54216)  0.2014
H (-0.54711, -2.86756, -0.54588)  0.1931
H (-1.32501, 2.80762, 1.56941)  0.1167
H (2.37818, 2.38746, 0.79681)  0.4938

Forces on the atoms, in the same order (eV/Å):
C -0.7670 -0.8048 0.5404
O 0.9995 1.2041 0.1788
C -1.5373 0.9036 1.5228
N 0.6703 -0.0098 -0.5872
S 0.4127 -1.3602 -0.2089
S 1.7977 -0.4015 -0.1435
S -2.2279 0.4730 -1.1227
O -0.1683 -0.1753 1.2750
H 0.3167 -0.0465 -0.0733
H 0.4741 -0.2702 -0.1733
H -0.1020 0.9226 -0.5768
H -0.2267 0.5128 -0.0485
H 0.3583 -0.9479 -0.5827